A.
Here is a single C4H9PS molecule from the Open Molecules 2025 dataset. Energies are from ωB97M-V with the def2-TZVPD basis set.

Geometry (Å):
C  2.16  1.83  0.58
C  1.10  1.72  -0.17
P  -0.62  0.99  0.65
S  -1.90  1.43  -0.94
C  -0.13  -0.91  0.42
C  -1.06  -1.82  1.04
H  3.11  2.08  0.23
H  2.24  1.77  1.69
H  0.99  1.72  -1.26
H  -3.07  1.76  -0.25
H  -0.12  -1.27  -0.63
H  0.92  -0.86  0.75
H  -1.46  -1.64  2.09
H  -1.96  -2.10  0.46
H  -0.44  -2.74  1.09

Computed properties:
gap between HOMO and LUMO: 9.620 eV
SMILES: C=CP(S)CC

Atom charges from the Mulliken analysis, given in e for atoms 1 to 2: -0.59 -0.25

B.
Here is 2 unconnected molecules or ions with the total composition C4H9PS from the Open Molecules 2025 dataset. Energies are from ωB97M-V with the def2-TZVPD basis set.

Geometry (Å):
C  1.51  1.20  -1.26
C  2.56  0.23  -0.78
C  1.23  2.30  -0.24
C  -2.90  -2.51  0.77
P  -2.66  0.48  0.04
S  -2.80  -0.82  1.57
H  3.32  0.23  -1.55
H  2.38  -0.83  -0.78
H  3.00  0.54  0.21
H  1.22  3.19  -0.73
H  0.29  2.13  0.27
H  1.94  2.33  0.58
H  -2.63  -3.23  1.52
H  -2.42  -2.42  -0.18
H  -4.03  -2.80  0.57

Computed properties:
gap between HOMO and LUMO: 6.413 eV

Atom charges from the Mulliken analysis, given in e for atoms 1 to 2: -0.02 -0.80

Stability summary - winner: A; margin: 4.389 eV.

A.
Here is 2 unconnected molecules or ions with the total composition CH2ClNO from the Open Molecules 2025 dataset. Energies are from ωB97M-V with the def2-TZVPD basis set.

Geometry (Å):
C  -0.20  -0.25  -0.17
N  -0.02  1.20  -0.01
O  1.09  1.56  0.22
Cl  1.14  -1.25  0.21
H  -0.53  -0.62  -1.09
H  -1.48  -0.63  0.83

Computed properties:
gap between HOMO and LUMO: 8.946 eV

Atom charges from the Mulliken analysis, given in e for atoms 1 to 2: -0.28 0.12

B.
Here is 2 unconnected molecules or ions with the total composition CH2ClNO from the Open Molecules 2025 dataset. Energies are from ωB97M-V with the def2-TZVPD basis set.

Geometry (Å):
C  -0.23  0.35  0.04
N  -2.13  -1.21  -0.05
O  -3.02  -0.50  0.19
Cl  -1.15  1.75  -0.03
H  0.17  -0.03  -0.89
H  0.22  0.07  0.97

Computed properties:
gap between HOMO and LUMO (alpha / beta): 7.435 / 7.436 eV

Atom charges from the Mulliken analysis, given in e for atoms 1 to 2: -0.51 0.15

C.
Here is a single CH2ClNO molecule from the Open Molecules 2025 dataset. Energies are from ωB97M-V with the def2-TZVPD basis set.

Geometry (Å):
C  -0.71  0.54  0.66
N  0.50  -1.08  -1.02
O  0.21  0.00  -0.12
Cl  2.04  -0.94  -1.34
H  -1.68  -0.01  0.89
H  -0.35  1.50  0.93

Computed properties:
gap between HOMO and LUMO (alpha / beta): 9.069 / 7.485 eV

Atom charges from the Mulliken analysis, given in e for atoms 1 to 2: -0.30 -0.11

D.
Here is 2 unconnected molecules or ions with the total composition CH2ClNO from the Open Molecules 2025 dataset. Energies are from ωB97M-V with the def2-TZVPD basis set.

Geometry (Å):
C  -0.10  -0.18  -0.17
N  -0.02  1.15  -0.09
O  1.05  1.76  0.22
Cl  1.16  -1.40  0.17
H  -0.65  -0.77  -0.98
H  -1.44  -0.56  0.84

Computed properties:
gap between HOMO and LUMO: 8.092 eV

Atom charges from the Mulliken analysis, given in e for atoms 1 to 2: -0.28 0.04

Stability summary - winner: B; margin: 0.328 eV.

A.
Here is a single C5H7NO molecule from the Open Molecules 2025 dataset. Energies are from ωB97M-V with the def2-TZVPD basis set.

Geometry (Å):
C  -1.45  1.00  0.11
N  -1.85  -0.18  0.11
O  -0.87  -1.27  -0.14
C  0.22  -0.56  0.14
C  1.61  -0.76  -0.12
C  1.80  0.83  0.20
C  0.08  0.94  -0.34
H  -2.19  1.93  0.20
H  0.35  -0.43  1.19
H  1.95  -0.97  -1.17
H  2.02  -1.44  0.63
H  2.38  1.62  -0.45
H  1.86  0.79  1.37
H  0.01  1.19  -1.36

Computed properties:
gap between HOMO and LUMO: 10.831 eV
SMILES: C1=NO[C@H]2CC[C@H]12

Atom charges from the Mulliken analysis, given in e for atoms 1 to 2: -0.22 -0.29

B.
Here is a single C5H7NO molecule from the Open Molecules 2025 dataset. Energies are from ωB97M-V with the def2-TZVPD basis set.

Geometry (Å):
C  -1.99  0.00  0.10
C  -0.56  0.25  -0.35
C  -0.25  0.42  -1.62
O  0.05  0.55  -2.74
C  0.54  0.30  0.66
C  1.94  0.03  0.26
N  1.20  -0.95  1.06
H  -2.56  0.93  0.18
H  -1.98  -0.48  1.08
H  -2.53  -0.67  -0.58
H  0.36  0.98  1.49
H  2.76  0.52  0.79
H  2.14  -0.18  -0.78
H  0.87  -1.70  0.46

Computed properties:
gap between HOMO and LUMO: 9.510 eV
SMILES: CC(=C=O)[C@@H]1CN1

Atom charges from the Mulliken analysis, given in e for atoms 1 to 2: -1.29 0.14

C.
Here is a molecular structure, C5H7NO from the Open Molecules 2025 dataset. Energies are from ωB97M-V with the def2-TZVPD basis set.

Geometry (Å):
C  -1.99  -0.09  -0.03
C  -0.52  -0.11  0.25
N  0.04  -1.10  1.22
C  0.15  0.23  1.56
C  1.83  0.42  -0.74
C  0.42  0.11  -0.76
O  0.42  0.53  -1.97
H  -2.29  0.89  -0.42
H  -2.54  -0.28  0.89
H  -2.26  -0.85  -0.77
H  0.88  -1.59  0.89
H  1.14  0.70  1.59
H  2.62  -0.33  -0.86
H  2.12  1.46  -0.84

Computed properties:
gap between HOMO and LUMO (alpha / beta): 8.199 / 6.580 eV

Atom charges from the Mulliken analysis, given in e for atoms 1 to 2: -1.26 1.10

D.
Here is a single C5H7NO molecule from the Open Molecules 2025 dataset. Energies are from ωB97M-V with the def2-TZVPD basis set.

Geometry (Å):
C  2.20  -0.13  -0.14
C  0.97  0.14  0.66
C  -0.06  -0.73  0.52
C  -1.16  0.03  0.06
N  -2.26  -0.56  -0.57
C  -0.80  1.34  0.21
O  0.51  1.43  0.60
H  1.81  -0.30  -1.16
H  2.70  -1.06  0.13
H  2.83  0.74  -0.14
H  0.16  -1.77  0.40
H  -2.46  -1.43  -0.10
H  -3.06  0.05  -0.57
H  -1.37  2.26  0.10

Computed properties:
gap between HOMO and LUMO: 8.807 eV
SMILES: Cc1cc(N)co1

Atom charges from the Mulliken analysis, given in e for atoms 1 to 2: -1.12 0.36

Stability summary - winner: D; margin: 0.290 eV.

A.
Here is a single C2H3N3O molecule from the Open Molecules 2025 dataset. Energies are from ωB97M-V with the def2-TZVPD basis set.

Geometry (Å):
O  1.72  -0.11  -0.23
N  0.37  -0.07  0.09
C  -0.59  -1.04  0.02
N  -1.81  -0.56  -0.17
N  -1.56  0.84  0.02
C  -0.20  1.05  -0.02
H  2.23  -0.06  0.67
H  -0.41  -2.09  -0.03
H  0.25  2.03  -0.35

Computed properties:
gap between HOMO and LUMO: 9.798 eV
SMILES: On1cnnc1

Atom charges from the Mulliken analysis, given in e for atoms 1 to 2: -0.40 0.19

B.
Here is a single C2H3N3O molecule from the Open Molecules 2025 dataset. Energies are from ωB97M-V with the def2-TZVPD basis set.

Geometry (Å):
C  -2.63  0.70  0.46
C  1.09  -0.27  0.46
N  0.08  -0.83  0.11
N  -1.08  -1.02  -0.04
N  2.27  0.00  -0.12
O  -1.83  0.36  -0.45
H  -3.23  1.62  -0.04
H  2.96  0.12  0.53
H  2.37  -0.68  -0.92

Computed properties:
gap between HOMO and LUMO: 8.109 eV

Atom charges from the Mulliken analysis, given in e for atoms 1 to 2: -0.19 0.09

C.
Here is a single C2H3N3O molecule from the Open Molecules 2025 dataset. Energies are from ωB97M-V with the def2-TZVPD basis set.

Geometry (Å):
N  1.95  -0.08  0.31
C  0.66  0.02  -0.13
N  -0.09  -1.01  -0.18
C  -1.45  -0.62  0.05
N  -1.47  0.61  0.20
O  -0.07  1.06  -0.21
H  2.54  0.65  -0.08
H  2.32  -1.03  -0.31
H  -2.31  -1.13  0.22

Computed properties:
gap between HOMO and LUMO: 10.427 eV
SMILES: Nc1ncno1

Atom charges from the Mulliken analysis, given in e for atoms 1 to 2: -0.50 0.58

D.
Here is a single C2H3N3O molecule from the Open Molecules 2025 dataset. Energies are from ωB97M-V with the def2-TZVPD basis set.

Geometry (Å):
O  0.93  -0.27  -1.82
C  0.30  -0.10  -0.64
C  -1.07  0.07  -0.37
N  -1.22  0.12  0.95
N  -0.01  0.01  1.41
N  0.96  -0.12  0.51
H  1.87  -0.38  -1.61
H  -1.91  0.56  -0.82
H  0.16  0.10  2.39

Computed properties:
gap between HOMO and LUMO: 10.392 eV
SMILES: Oc1cn[nH]n1

Atom charges from the Mulliken analysis, given in e for atoms 1 to 2: -0.51 0.61

Stability summary - winner: D; margin: 1.756 eV.

A.
Here is a single C4H6OS molecule from the Open Molecules 2025 dataset. Energies are from ωB97M-V with the def2-TZVPD basis set.

Geometry (Å):
C  0.89  -1.37  1.70
C  -0.01  -0.75  1.00
C  0.02  -0.20  -0.35
O  -0.44  1.29  -0.39
C  -0.50  1.90  -1.56
S  -1.53  3.26  -1.52
H  0.70  -2.27  2.34
H  1.99  -1.11  1.67
H  -1.02  -0.97  1.03
H  1.09  -0.41  -0.62
H  -0.93  -0.94  -0.84
H  -0.27  1.54  -2.47

Computed properties:
gap between HOMO and LUMO: 8.630 eV
SMILES: C=CCOC=S

Atom charges from the Mulliken analysis, given in e for atoms 1 to 2: -0.56 -0.29

B.
Here is a single C4H6OS molecule from the Open Molecules 2025 dataset. Energies are from ωB97M-V with the def2-TZVPD basis set.

Geometry (Å):
C  -1.50  -1.43  0.15
C  -1.09  0.03  -0.07
O  -1.91  0.99  -0.15
C  0.36  0.36  -0.12
C  0.84  1.79  0.16
S  1.60  -0.82  -0.06
H  -1.20  -2.03  -0.61
H  -2.72  -1.61  0.43
H  -0.90  -2.01  0.91
H  0.00  2.53  -0.39
H  0.92  2.16  1.36
H  1.89  1.70  -0.27

Computed properties:
gap between HOMO and LUMO: 7.423 eV
SMILES: CC(=O)C(C)=S

Atom charges from the Mulliken analysis, given in e for atoms 1 to 2: -1.19 0.72

C.
Here is a single C4H6OS molecule from the Open Molecules 2025 dataset. Energies are from ωB97M-V with the def2-TZVPD basis set.

Geometry (Å):
C  0.66  -0.30  1.11
C  1.34  -0.07  -0.09
O  1.07  0.14  -1.39
C  -0.28  0.28  -1.51
S  -1.24  -1.13  -0.59
C  -1.00  -0.37  0.96
H  1.07  -0.26  2.15
H  2.48  0.12  0.22
H  -0.39  1.22  -1.02
H  -0.75  0.49  -2.62
H  -1.52  0.76  0.89
H  -1.44  -0.88  1.89

Computed properties:
gap between HOMO and LUMO: 9.552 eV
SMILES: C1=COCSC1

Atom charges from the Mulliken analysis, given in e for atoms 1 to 2: -0.23 -0.02

Stability summary - winner: B; margin: 0.661 eV.

A.
Here is a single C4H6OS molecule from the Open Molecules 2025 dataset. Energies are from ωB97M-V with the def2-TZVPD basis set.

Geometry (Å):
C  0.19  -1.25  0.78
C  1.01  -0.30  1.23
S  1.36  1.32  0.48
C  0.20  1.02  -0.93
C  -1.04  0.16  -0.54
O  -0.72  -1.21  -0.25
H  0.22  -2.24  1.26
H  1.67  -0.64  2.05
H  -0.26  1.97  -1.29
H  0.60  0.47  -1.77
H  -1.54  0.57  0.37
H  -1.69  0.13  -1.39

Computed properties:
gap between HOMO and LUMO: 9.025 eV
SMILES: C1=CSCCO1

Atom charges from the Mulliken analysis, given in e for atoms 1 to 2: -0.13 -0.24

B.
Here is a single C4H6OS molecule from the Open Molecules 2025 dataset. Energies are from ωB97M-V with the def2-TZVPD basis set.

Geometry (Å):
C  -1.36  -0.39  0.83
C  -0.34  0.17  0.15
C  -0.48  1.50  -0.45
O  0.45  2.00  -1.10
C  1.10  -0.28  0.18
S  1.23  -2.06  -0.35
H  -1.29  -1.35  1.34
H  -2.33  0.08  0.74
H  -1.42  2.03  -0.24
H  1.51  -0.32  1.17
H  1.58  0.39  -0.56
H  1.35  -1.77  -1.70

Computed properties:
gap between HOMO and LUMO: 8.919 eV
SMILES: C=C(C=O)CS

Atom charges from the Mulliken analysis, given in e for atoms 1 to 2: -0.87 0.82

Stability summary - winner: A; margin: 0.174 eV.